P | This record from the OMol25 dataset describes a cluster of 10 separate species, C40H80O20S4 in total. The level of theory is ωB97M-V/def2-TZVPD.

Kohn-Sham gap = 10.42 eV
E_LUMO = 0.41 eV
SMILES = O=S1(=O)CCCC1.O=S1(=O)CCCC1.O=S1(=O)CCCC1.O=S1(=O)CCCC1.CCOC(C)=O.CCOC(C)=O.CCOC(C)=O.CCOC(C)=O.CCOC(C)=O.CCOC(C)=O

CARTESIAN COORDINATES (ANGSTROEM)
O 8.11 -21.01 11.09
C 7.56 -21.68 11.92
O 7.56 -23.03 11.93
C 8.42 -23.59 10.97
C 9.91 -23.45 11.03
C 6.67 -21.09 13.01
H 8.05 -23.29 9.99
H 8.09 -24.62 11.07
H 10.39 -23.86 10.16
H 10.43 -23.96 11.90
H 10.23 -22.40 10.90
H 6.82 -20.05 13.04
H 6.91 -21.59 13.93
H 5.61 -21.42 12.89
O 7.21 -18.43 14.71
C 6.52 -17.50 14.78
O 6.27 -16.74 13.63
C 6.52 -17.40 12.36
C 6.21 -16.40 11.26
C 5.82 -16.96 16.02
H 5.74 -18.23 12.37
H 7.50 -17.90 12.41
H 6.64 -15.43 11.51
H 5.08 -16.28 11.16
H 6.59 -16.72 10.29
H 5.82 -17.69 16.78
H 4.88 -16.57 15.74
H 6.26 -16.06 16.45
O 2.90 -16.96 11.18
C 1.94 -17.41 11.78
O 2.01 -18.13 12.94
C 3.28 -18.55 13.42
C 2.98 -19.37 14.67
C 0.51 -17.13 11.46
H 3.82 -17.66 13.74
H 3.79 -19.10 12.68
H 3.92 -19.79 15.08
H 2.30 -20.23 14.46
H 2.60 -18.63 15.30
H 0.40 -16.91 10.43
H 0.11 -16.30 12.10
H -0.09 -17.97 11.73
O 12.43 -17.69 6.33
C 12.93 -18.44 7.12
O 13.45 -18.09 8.28
C 13.61 -16.66 8.53
C 14.84 -16.05 7.86
C 12.98 -19.93 6.95
H 13.52 -16.57 9.62
H 12.70 -16.14 8.02
H 14.99 -15.07 8.25
H 14.67 -16.11 6.79
H 15.78 -16.60 8.02
H 12.06 -20.36 7.38
H 13.80 -20.31 7.44
H 12.91 -20.21 5.92
O 9.80 -21.52 13.89
C 9.50 -20.97 14.92
O 8.65 -21.32 15.88
C 8.05 -22.65 15.81
C 8.64 -23.59 16.88
C 10.17 -19.69 15.44
H 8.18 -23.01 14.82
H 7.02 -22.40 15.98
H 9.69 -23.60 16.81
H 8.13 -24.55 16.84
H 8.34 -23.19 17.87
H 11.02 -19.48 14.79
H 10.43 -19.82 16.50
H 9.40 -18.93 15.37
O 9.38 -17.83 11.01
C 9.79 -18.55 10.14
O 10.70 -19.52 10.30
C 11.17 -19.66 11.67
C 12.41 -20.48 11.62
C 9.49 -18.42 8.61
H 10.37 -20.20 12.21
H 11.28 -18.74 12.17
H 12.94 -20.49 12.58
H 13.12 -19.94 10.99
H 12.19 -21.44 11.18
H 9.82 -19.32 8.18
H 10.01 -17.55 8.14
H 8.44 -18.29 8.40
C 9.49 -16.09 13.44
C 10.53 -15.68 14.59
C 11.89 -15.95 13.90
S 11.68 -15.48 12.21
O 12.09 -16.61 11.39
O 12.25 -14.16 11.87
C 9.81 -15.36 12.20
H 8.47 -15.86 13.73
H 9.51 -17.17 13.31
H 10.39 -16.29 15.49
H 10.34 -14.59 14.84
H 12.11 -17.06 13.82
H 12.74 -15.45 14.38
H 9.51 -15.72 11.26
H 9.60 -14.31 12.34
C 5.31 -20.47 8.36
C 4.26 -21.31 7.53
C 2.94 -21.52 8.35
S 3.43 -21.28 10.16
O 4.17 -22.45 10.55
O 2.40 -20.79 11.05
C 4.72 -20.04 9.71
H 5.68 -19.66 7.75
H 6.17 -21.05 8.55
H 4.78 -22.30 7.21
H 4.00 -20.73 6.62
H 2.62 -22.54 8.24
H 2.10 -20.83 8.22
H 5.41 -20.00 10.58
H 4.23 -19.01 9.68
C 4.60 -14.83 6.48
C 3.74 -14.64 7.82
C 2.78 -15.86 7.91
S 3.04 -16.92 6.55
O 2.21 -16.37 5.49
O 3.18 -18.35 6.91
C 4.69 -16.31 6.23
H 5.60 -14.32 6.59
H 4.13 -14.24 5.60
H 3.28 -13.64 7.91
H 4.38 -14.83 8.64
H 1.74 -15.48 7.88
H 2.96 -16.43 8.79
H 4.98 -16.53 5.19
H 5.41 -16.87 6.87
C 10.19 -14.76 8.28
C 10.67 -13.32 8.12
C 9.90 -12.55 9.21
S 8.23 -13.16 9.02
O 7.50 -12.49 7.94
O 7.58 -13.13 10.38
C 8.71 -14.80 8.61
H 10.78 -15.26 9.03
H 10.39 -15.33 7.38
H 10.37 -12.98 7.09
H 11.77 -13.29 8.27
H 9.81 -11.45 9.08
H 10.20 -12.86 10.22
H 8.19 -15.05 7.69
H 8.33 -15.47 9.47

Mulliken population analysis, charges in e, atoms 1 to 6:
1. O -0.118
2. C 0.304
3. O -0.407
4. C -0.460
5. C -0.499
6. C 0.283



Q | This record from the OMol25 dataset describes a cluster of 10 separate species, C40H80O20S4 in total. The level of theory is ωB97M-V/def2-TZVPD.

Kohn-Sham gap = 10.16 eV
E_LUMO = 0.34 eV
SMILES = O=S1(=O)CCCC1.O=S1(=O)CCCC1.O=S1(=O)CCCC1.O=S1(=O)CCCC1.CCOC(C)=O.CCOC(C)=O.CCOC(C)=O.CCOC(C)=O.CCOC(C)=O.CCOC(C)=O

CARTESIAN COORDINATES (ANGSTROEM)
O 0.63 -4.44 4.25
C 0.36 -4.71 5.38
O 1.28 -5.10 6.26
C 2.71 -5.15 5.75
C 3.60 -4.26 6.63
C -0.97 -4.65 6.05
H 2.65 -4.83 4.76
H 3.04 -6.20 5.79
H 3.44 -3.21 6.34
H 4.66 -4.59 6.55
H 3.29 -4.45 7.64
H -1.15 -5.66 6.50
H -1.73 -4.43 5.36
H -0.85 -4.12 6.97
O -2.93 0.27 1.48
C -3.97 -0.23 1.14
O -4.30 -0.23 -0.18
C -3.43 0.42 -1.13
C -4.08 0.34 -2.50
C -5.02 -0.84 2.03
H -2.39 0.05 -1.04
H -3.41 1.50 -0.81
H -3.38 0.53 -3.31
H -4.89 1.05 -2.73
H -4.49 -0.65 -2.71
H -5.94 -0.39 1.76
H -4.70 -0.77 3.03
H -5.09 -1.90 1.75
O 2.72 -1.84 -4.15
C 3.24 -2.90 -4.48
O 3.23 -3.97 -3.68
C 2.57 -3.87 -2.43
C 2.87 -5.18 -1.69
C 3.87 -3.12 -5.82
H 1.56 -3.68 -2.71
H 2.96 -3.05 -1.84
H 2.39 -5.26 -0.64
H 3.98 -5.28 -1.57
H 2.62 -6.08 -2.18
H 4.73 -3.81 -5.81
H 4.11 -2.06 -6.08
H 3.20 -3.64 -6.49
O 1.27 3.60 2.66
C 0.24 3.52 3.28
O -0.24 4.57 4.05
C 0.44 5.80 4.01
C 0.19 6.52 2.70
C -0.73 2.30 3.39
H 1.48 5.57 4.09
H 0.02 6.41 4.80
H -0.91 6.51 2.53
H 0.57 5.88 1.86
H 0.71 7.51 2.79
H -1.45 2.56 2.55
H -1.04 2.43 4.41
H -0.21 1.41 3.17
O -3.24 8.25 -0.82
C -2.20 7.66 -0.93
O -2.00 6.45 -0.35
C -3.04 5.90 0.53
C -2.57 4.52 0.92
C -0.96 8.19 -1.65
H -4.00 5.93 0.03
H -3.15 6.66 1.32
H -2.47 3.81 0.11
H -3.30 4.17 1.60
H -1.61 4.61 1.45
H -0.03 7.95 -1.10
H -1.04 9.27 -1.71
H -0.92 7.81 -2.70
O 3.69 0.56 1.69
C 4.23 1.66 1.66
O 4.36 2.45 2.80
C 3.68 1.98 4.01
C 3.51 3.09 5.02
C 4.69 2.34 0.40
H 4.22 1.10 4.41
H 2.70 1.58 3.72
H 4.47 3.55 5.21
H 2.99 2.65 5.89
H 2.87 3.85 4.63
H 5.22 3.27 0.62
H 3.79 2.59 -0.14
H 5.30 1.69 -0.11
C -1.71 -3.91 0.19
C -1.15 -4.29 1.61
C -2.38 -4.52 2.41
S -3.59 -5.32 1.31
O -4.74 -4.44 1.27
O -3.67 -6.72 1.58
C -2.68 -5.03 -0.22
H -0.92 -3.99 -0.52
H -2.19 -2.92 0.15
H -0.54 -3.62 2.09
H -0.66 -5.27 1.54
H -2.82 -3.66 3.00
H -2.16 -5.28 3.12
H -3.35 -4.70 -1.00
H -2.07 -5.92 -0.46
C -3.07 -3.50 -4.97
C -2.26 -2.21 -5.08
C -0.99 -2.45 -4.27
S -0.61 -4.22 -4.39
O -0.65 -4.81 -3.06
O 0.54 -4.46 -5.24
C -2.12 -4.65 -5.21
H -3.91 -3.57 -5.62
H -3.42 -3.56 -3.96
H -2.81 -1.41 -4.61
H -2.15 -1.98 -6.15
H -1.17 -2.25 -3.21
H -0.16 -1.81 -4.50
H -2.43 -5.59 -4.82
H -1.80 -4.80 -6.25
C 1.23 3.29 -5.09
C 2.15 3.82 -3.97
C 1.28 4.52 -2.87
S -0.42 3.95 -3.09
O -1.18 5.02 -3.70
O -0.83 3.42 -1.79
C 0.03 2.70 -4.36
H 1.74 2.47 -5.64
H 0.94 4.05 -5.80
H 2.86 4.54 -4.39
H 2.68 3.01 -3.57
H 1.22 5.55 -3.02
H 1.60 4.33 -1.86
H -0.82 2.40 -4.96
H 0.35 1.84 -3.71
C 1.08 -1.39 0.26
C 0.45 -0.23 1.14
C 0.55 1.08 0.35
S 1.28 0.70 -1.24
O 2.11 1.76 -1.73
O 0.29 0.23 -2.22
C 2.06 -0.77 -0.71
H 0.31 -1.95 -0.35
H 1.70 -2.04 0.88
H 1.01 -0.14 2.08
H -0.59 -0.35 1.27
H 1.24 1.76 0.82
H -0.45 1.51 0.21
H 3.07 -0.54 -0.30
H 2.14 -1.38 -1.60

Mulliken population analysis, charges in e, atoms 1 to 6:
1. O -0.499
2. C 0.888
3. O -0.396
4. C -0.183
5. C -1.018
6. C -1.122



Most stable of them? Q.



P | This record from the OMol25 dataset describes a cluster of 2 separate species, C6H16O in total. The level of theory is ωB97M-V/def2-TZVPD.

Kohn-Sham gap = 11.42 eV
E_LUMO = 0.72 eV
SMILES = CCC(C)(C)C.O

CARTESIAN COORDINATES (ANGSTROEM)
C 1.20 -2.41 1.02
C 1.20 0.96 -0.91
C -0.64 -0.82 -1.28
C -0.19 0.33 1.00
C 1.52 -1.29 0.00
C 0.44 -0.25 -0.31
H 0.13 -2.67 1.05
H 1.50 -2.00 2.00
H 1.79 -3.32 0.83
H 1.79 0.61 -1.77
H 1.90 1.32 -0.13
H 0.57 1.80 -1.23
H -1.32 -0.01 -1.62
H -1.22 -1.51 -0.65
H -0.27 -1.36 -2.16
H 0.59 0.81 1.61
H -0.67 -0.47 1.59
H -0.96 1.09 0.75
H 2.41 -0.82 0.45
H 1.82 -1.74 -0.96
O -3.91 3.68 -0.08
H -3.12 4.21 0.17
H -4.57 3.89 0.63

Mulliken population analysis, charges in e, atoms 1 to 6:
1. C -1.195
2. C -1.695
3. C -1.552
4. C -1.583
5. C -0.699
6. C 1.666



Q | This record from the OMol25 dataset describes a cluster of 2 separate species, C6H16O in total. The level of theory is ωB97M-V/def2-TZVPD.

Kohn-Sham gap = 11.48 eV
E_LUMO = 0.87 eV
SMILES = CCCCCC.O

CARTESIAN COORDINATES (ANGSTROEM)
C 2.41 0.42 -0.92
C 1.06 0.17 -1.68
C -0.25 0.46 -0.88
C -0.09 0.20 0.65
C 0.16 -1.26 0.99
C -0.95 -2.23 0.55
H 2.37 1.28 -0.25
H 3.18 0.60 -1.66
H 2.76 -0.46 -0.40
H 1.07 -0.85 -2.06
H 1.11 0.86 -2.52
H -1.06 -0.18 -1.24
H -0.57 1.49 -1.01
H 0.65 0.93 1.00
H -1.02 0.59 1.08
H 0.29 -1.26 2.08
H 1.02 -1.72 0.50
H -1.92 -2.01 1.02
H -1.13 -2.25 -0.53
H -0.67 -3.24 0.86
H -3.23 3.48 1.26
H -2.23 2.42 1.87
O -2.96 2.56 1.27

Mulliken population analysis, charges in e, atoms 1 to 6:
1. C -1.133
2. C -0.395
3. C -0.686
4. C -0.530
5. C -0.215
6. C -1.302



R | This record from the OMol25 dataset describes a cluster of 2 separate species, C6H16O in total. The level of theory is ωB97M-V/def2-TZVPD.

Kohn-Sham gap = 11.30 eV
E_LUMO = 0.75 eV
SMILES = CCCCCC.O

CARTESIAN COORDINATES (ANGSTROEM)
C 0.17 2.59 0.02
C -0.90 1.46 0.02
C -0.47 0.26 0.89
C 0.97 -0.23 0.71
C 1.49 -0.70 -0.61
C 1.62 0.27 -1.81
H 0.38 3.04 -0.95
H 1.09 2.17 0.40
H 0.01 3.37 0.77
H -1.17 1.22 -1.00
H -1.76 1.98 0.45
H -1.15 -0.55 0.61
H -0.56 0.58 1.92
H 1.62 0.47 1.24
H 1.16 -0.99 1.50
H 0.88 -1.55 -0.98
H 2.46 -1.18 -0.47
H 2.55 0.83 -1.69
H 1.66 -0.28 -2.75
H 0.75 0.92 -1.89
H -2.33 -3.32 -0.12
H -1.83 -3.43 1.25
O -2.62 -3.15 0.78

Mulliken population analysis, charges in e, atoms 1 to 6:
1. C -1.057
2. C -0.679
3. C -0.335
4. C -0.822
5. C -0.350
6. C -1.010



Most stable of them? P.



P | This record from the OMol25 dataset describes the ion C5H11N2S with charge +1. The level of theory is ωB97M-V/def2-TZVPD.

Kohn-Sham gap = 8.23 eV
charge = +1
E_LUMO = -3.78 eV
SMILES = C[N+]1(C)C=C[N@H+]([S-])C1

CARTESIAN COORDINATES (ANGSTROEM)
C -1.07 -0.18 0.95
C -0.09 -0.13 1.83
C 0.91 -0.70 -0.05
C -0.90 -0.84 -1.65
C -0.26 1.39 -0.68
N 1.28 -0.33 1.33
N -0.39 -0.10 -0.36
S 2.38 1.25 1.48
H -0.15 0.07 2.87
H -2.10 0.09 1.11
H 1.74 -0.54 -0.70
H 0.59 -1.69 -0.03
H -0.40 -0.37 -2.47
H -0.89 -1.81 -1.40
H -1.99 -0.49 -1.90
H -1.12 2.02 -0.55
H 0.55 1.85 0.12
H 0.09 1.60 -1.72
H 1.83 -1.08 1.84

Mulliken population analysis, charges in e, atoms 1 to 6:
1. C -0.751
2. C 0.042
3. C -0.551
4. C -0.847
5. C -0.619
6. N -0.172



Q | This record from the OMol25 dataset describes a structure of composition C5H11N2S. The level of theory is ωB97M-V/def2-TZVPD.

Kohn-Sham gap = 9.48 eV
charge = +1
E_LUMO = -4.11 eV

CARTESIAN COORDINATES (ANGSTROEM)
C 0.19 -0.22 1.06
C 1.36 2.16 -0.28
C 0.18 -0.93 -1.24
C -0.36 -2.55 0.48
C -1.00 1.93 0.28
N -0.03 -1.16 0.17
N 0.41 1.51 0.13
S 0.45 -0.01 2.59
H 1.23 3.24 -0.39
H 2.25 1.54 -0.36
H -0.50 -0.17 -1.65
H 1.29 -0.76 -1.42
H 0.54 -3.11 0.53
H -0.94 -2.56 1.44
H -0.93 -2.94 -0.44
H -1.32 1.91 1.33
H -1.20 2.84 -0.15
H -1.55 1.07 -0.31
H -0.06 -1.80 -1.77

Mulliken population analysis, charges in e, atoms 1 to 6:
1. C 0.485
2. C -0.221
3. C -0.967
4. C -0.887
5. C -0.881
6. N 0.069



Most stable of them? Q.



P | This record from the OMol25 dataset describes a structure of composition C5H11N2S. The level of theory is ωB97M-V/def2-TZVPD.

Kohn-Sham gap = 9.45 eV
charge = +1
E_LUMO = -3.07 eV

CARTESIAN COORDINATES (ANGSTROEM)
C 0.26 -0.42 -1.68
C 0.68 2.32 0.56
C -0.14 -1.09 0.89
C -1.12 0.05 -2.05
C -0.07 1.53 -0.18
N 0.45 0.15 -0.34
N -0.34 -0.53 2.05
S -1.32 1.74 -1.33
H 0.36 -1.53 -1.55
H 0.97 -0.06 -2.44
H 1.56 2.06 0.99
H 0.37 3.39 0.80
H -1.08 -1.54 0.51
H 0.74 -1.82 0.67
H -1.09 0.05 -3.18
H -2.14 -0.43 -1.77
H 1.43 0.22 -0.01
H 0.56 -0.21 2.52
H -1.03 -0.17 2.64

Mulliken population analysis, charges in e, atoms 1 to 6:
1. C -0.534
2. C -0.922
3. C -0.456
4. C -0.510
5. C 0.476
6. N -0.222



Q | This record from the OMol25 dataset describes the ion C5H11N2S with charge +1. The level of theory is ωB97M-V/def2-TZVPD.

Kohn-Sham gap = 8.67 eV
charge = +1
E_LUMO = -5.39 eV
SMILES = C=[N+](/C=N\CC)SC

CARTESIAN COORDINATES (ANGSTROEM)
C 0.24 -0.14 -1.41
C -1.88 -0.10 -0.33
C -1.35 0.07 1.12
C 0.87 -2.16 -0.39
C 2.18 1.43 -0.18
N -0.95 0.14 -1.43
N 1.07 -0.86 -0.44
S 2.54 -0.17 0.33
H 0.73 0.28 -2.24
H -2.35 -1.06 -0.54
H -2.77 0.64 -0.56
H -2.01 0.81 1.54
H -0.43 0.53 1.07
H -0.14 -2.39 -0.73
H 1.44 -2.91 0.12
H -1.25 -0.78 1.77
H 1.10 1.69 0.01
H 2.38 1.56 -1.19
H 2.82 2.24 0.38

Mulliken population analysis, charges in e, atoms 1 to 6:
1. C -0.495
2. C -0.455
3. C -0.865
4. C -0.218
5. C -0.784
6. N -0.253



Most stable of them? P.



P | This record from the OMol25 dataset describes the ion C7H13N2OS with charge +1. The level of theory is ωB97M-V/def2-TZVPD.

Kohn-Sham gap = 9.09 eV
charge = +1
E_LUMO = -4.18 eV
SMILES = C=CC(=O)NC(=[NH2+])C(C)(C)S

CARTESIAN COORDINATES (ANGSTROEM)
C 4.36 -0.83 0.20
C 3.04 -1.10 0.15
C 2.17 -0.05 -0.35
C -0.15 0.47 -0.32
C -2.74 1.04 -0.09
C -1.93 -0.67 1.50
C -1.79 -0.12 0.04
N 0.80 -0.42 -0.08
N 0.09 1.63 -0.78
O 2.49 1.01 -0.84
S -2.09 -1.52 -1.13
H 4.99 -1.52 0.53
H 4.85 0.00 -0.24
H 2.48 -2.04 0.39
H -3.83 0.84 -0.28
H -2.30 1.63 -0.96
H -2.84 1.73 0.73
H -2.75 -1.24 1.69
H -1.97 0.27 2.09
H -0.93 -1.22 1.70
H 0.39 -1.33 0.02
H -0.60 2.25 -1.13
H 1.06 1.89 -0.74
H -2.78 -0.70 -2.11

Mulliken population analysis, charges in e, atoms 1 to 6:
1. C -0.739
2. C -0.314
3. C 0.792
4. C 0.464
5. C -1.631
6. C -1.234



Q | This record from the OMol25 dataset describes a cluster of 2 separate species, C7H13N2OS in total. The level of theory is ωB97M-V/def2-TZVPD.

Kohn-Sham gap (alpha / beta) = 8.63 / 8.63 eV
charge = +1
E_LUMO (alpha / beta) = -3.41 / -3.41 eV

CARTESIAN COORDINATES (ANGSTROEM)
C -2.47 -0.11 -0.08
C -2.17 -1.25 0.88
C -0.99 -0.77 1.68
C -0.80 1.71 -0.96
C 0.11 2.54 -0.07
C -0.36 0.13 0.68
C 0.92 -1.20 -0.74
N -1.31 0.60 -0.17
N 2.37 -0.75 -0.57
O -3.44 0.26 -0.67
S 0.83 1.34 1.11
H -3.10 -1.52 1.36
H -1.79 -1.98 0.17
H -1.37 -0.29 2.53
H -0.46 -1.57 2.13
H -1.72 2.31 -1.26
H -0.18 1.49 -1.85
H 1.02 3.02 -0.58
H -0.44 3.27 0.66
H 0.61 -1.04 -1.72
H 0.53 -2.08 -0.27
H 2.33 0.22 -0.40
H 3.02 -0.91 -1.45
H 2.74 -1.27 0.26

Mulliken population analysis, charges in e, atoms 1 to 6:
1. C 0.573
2. C -0.480
3. C -0.812
4. C -0.691
5. C -0.398
6. C 0.079



Most stable of them? P.



P | This record from the OMol25 dataset describes a cluster of 2 separate species, BrH2NOS in total. The level of theory is ωB97M-V/def2-TZVPD.

Kohn-Sham gap = 8.69 eV
E_LUMO = -1.87 eV

CARTESIAN COORDINATES (ANGSTROEM)
N -0.87 0.71 -0.32
O 0.81 -0.34 1.83
S -1.28 -0.04 -1.46
Br 0.43 -0.36 -2.97
H -0.09 -0.15 1.95
H 1.01 0.17 0.97

From a Mulliken analysis of the wavefunction, the atomic charges in e read:
1. N -0.183
2. O -0.653
3. S 0.323
4. Br -0.166
5. H 0.320
6. H 0.359



Q | This record from the OMol25 dataset describes an isolated molecule of BrH2NOS. The level of theory is ωB97M-V/def2-TZVPD.

Kohn-Sham gap = 8.69 eV
E_LUMO = -2.10 eV
SMILES = N=[S@H](=O)Br

CARTESIAN COORDINATES (ANGSTROEM)
N -0.99 0.72 0.38
O 0.07 -2.05 -0.07
S 0.03 -0.23 -0.14
Br 2.26 0.60 -0.05
H -1.34 0.61 1.29
H -0.03 0.35 -1.41

From a Mulliken analysis of the wavefunction, the atomic charges in e read:
1. N -0.402
2. O -0.472
3. S 0.431
4. Br -0.096
5. H 0.261
6. H 0.278



Most stable of them? P.